No. 1
# C3H10NOP

A single C3H10NOP molecule at a distorted geometry (wB97M-V/def2-TZVPD, the OMol25 dataset).

ORCA input file:
```
! RIJCOSX wB97M-V def2-TZVPD def2/J DEFGRID3
* xyz 0 1
C 2.54 0.27 0.03
C 1.02 0.26 0.59
C 0.21 -0.76 -0.20
N -1.51 -0.70 0.41
P -2.71 0.17 -0.45
O -4.00 0.20 0.23
H 2.82 -0.58 -0.38
H 2.75 1.08 -0.81
H 3.19 0.38 0.95
H 0.71 1.27 0.59
H 0.90 -0.07 1.66
H 0.10 -0.53 -1.32
H 0.34 -1.83 -0.13
H -1.50 -0.21 1.32
H -2.24 1.55 -0.94
H -2.64 -0.50 -1.55
*
```

Values from the calculation:
- LUMO: 0.715 eV
- Structure (SMILES): CCCN[PH2]=O
- E_HOMO: -10.1 eV
- Energy relative to the best compared isomer or geometry (same formula, charge and spin): 62.36 kcal/mol


No. 2
# C4H7IO

A 2-piece molecular cluster, C4H7IO overall at a distorted geometry (wB97M-V/def2-TZVPD, the OMol25 dataset).

ORCA input file:
```
! RIJCOSX wB97M-V def2-TZVPD def2/J DEFGRID3
* xyz 0 1
C 1.71 0.38 1.15
C 0.92 -0.16 0.23
C 1.06 -1.54 -0.36
C -0.29 0.66 -0.32
O -1.30 0.38 -0.88
H 2.56 -0.25 1.34
H 1.47 1.39 1.49
H 1.95 -2.03 0.04
H 1.08 -1.44 -1.53
H 0.13 -2.09 -0.22
H -0.12 1.77 -0.10
I -5.17 1.13 -0.04
H -4.02 1.78 -0.81
*
```

Values from the calculation:
- LUMO: 0.424 eV
- Structure (SMILES): C=C(C)C=O.I
- E_HOMO: -9.8 eV
- Energy relative to the best compared isomer or geometry (same formula, charge and spin): 27.75 kcal/mol


No. 3
# C4H33NO11S2

A 12-piece molecular cluster, C4H33NO11S2 overall at a distorted geometry (wB97M-V/def2-TZVPD, the OMol25 dataset).

ORCA input file:
```
! RIJCOSX wB97M-V def2-TZVPD def2/J DEFGRID3
* xyz 0 1
C -3.81 1.87 -1.14
C -2.74 1.85 -2.24
S -2.76 0.29 -3.16
S -1.19 -0.14 -4.19
C -0.06 -1.20 -3.17
C -0.86 -2.22 -2.40
N -0.23 -2.37 -1.08
H -4.17 2.90 -1.18
H -4.60 1.10 -1.19
H -3.35 1.89 -0.17
H -2.93 2.70 -2.89
H -1.77 1.85 -1.72
H 0.63 -1.66 -3.89
H 0.38 -0.63 -2.35
H -1.91 -1.99 -2.12
H -0.95 -3.18 -2.97
H 0.36 -3.18 -0.91
H -0.84 -2.25 -0.28
O 1.22 2.40 -0.97
H 1.43 2.40 -1.91
H 0.95 1.49 -0.79
O -2.42 -4.13 0.30
H -3.17 -3.66 0.65
H -2.61 -4.33 -0.62
O 4.87 -0.15 1.28
H 4.50 -0.64 2.05
H 4.32 0.66 1.28
O -0.30 2.41 3.19
H -0.78 2.08 2.42
H -0.42 3.37 3.18
O 0.62 0.37 0.97
H 1.12 1.22 1.05
H 1.45 -0.09 1.18
O 2.20 -0.13 -1.66
H 1.67 -0.63 -1.03
H 2.91 -0.59 -2.12
O 1.09 -3.61 1.96
H 0.94 -3.63 2.90
H 0.28 -3.41 1.49
O 2.28 -0.18 3.54
H 1.75 0.32 4.17
H 2.68 0.51 3.00
O -0.97 -1.23 2.77
H -0.87 -0.92 3.66
H -0.33 -0.87 2.14
O -1.20 2.99 0.56
H -0.52 2.35 0.38
H -0.89 3.87 0.32
O 3.01 1.84 0.91
H 2.89 1.53 -0.01
H 3.13 2.79 0.82
*
```

Values from the calculation:
- LUMO: -0.009 eV
- Structure (SMILES): CCSSCCN.O.O.O.O.O.O.O.O.O.O.O
- E_HOMO: -8.6 eV
- Energy relative to the best compared isomer or geometry (same formula, charge and spin): 13.19 kcal/mol


No. 4
# C3H10BN

A single C3H10BN molecule at a distorted geometry (wB97M-V/def2-TZVPD, the OMol25 dataset).

ORCA input file:
```
! RIJCOSX wB97M-V def2-TZVPD def2/J DEFGRID3
* xyz 0 3
B 0.71 -0.79 -0.30
C 2.18 -0.10 -0.08
C -0.69 1.36 0.15
C -1.75 -0.79 -0.09
N -0.51 -0.12 -0.04
H 0.60 -2.09 -0.49
H 2.05 0.97 0.13
H 3.05 -0.20 -0.72
H 2.59 -0.56 0.81
H -0.87 1.70 1.19
H 0.30 1.91 0.11
H -1.46 1.88 -0.45
H -1.44 -1.81 -0.15
H -2.40 -0.77 0.84
H -2.36 -0.58 -0.93
*
```

Values from the calculation:
- LUMO (alpha / beta): 0.573 / -3.127 eV
- E_HOMO (alpha / beta): -3.8 / -9.8 eV
- Energy relative to the best compared isomer or geometry (same formula, charge and spin): 24.86 kcal/mol


No. 5
# C2H7NS2

A 2-piece molecular cluster, C2H7NS2 overall at a distorted geometry (wB97M-V/def2-TZVPD, the OMol25 dataset).

ORCA input file:
```
! RIJCOSX wB97M-V def2-TZVPD def2/J DEFGRID3
* xyz 0 1
C -2.05 -0.91 -0.30
C 2.89 0.59 -0.28
N -2.01 0.23 0.64
S 1.48 -0.31 0.61
S -1.09 1.52 0.45
H -3.01 -0.87 -0.85
H -1.10 -0.96 -0.86
H -2.04 -1.82 0.39
H 2.64 0.91 -1.22
H 3.81 0.11 -0.45
H 2.95 1.60 0.31
H -2.47 -0.08 1.54
*
```

Values from the calculation:
- LUMO (alpha / beta): -1.495 / -0.671 eV
- E_HOMO (alpha / beta): -8.2 / -8.6 eV
- Energy relative to the best compared isomer or geometry (same formula, charge and spin): 68.25 kcal/mol